(1)
Here is a structure of composition C18H31N6O4PS at a distorted geometry from the OMol25 dataset. Energies are from ωB97M-V with the def2-TZVPD basis set.

Structure (XYZ):
```
61
Properties=species:S:1:pos:R:3:forces:R:3:mulliken_charge:R:1
C -4.477515 -0.455276 2.930618 0.18 -0.66 -0.45 -0.994
C -4.204901 -1.586461 1.925152 -0.19 0.35 0.56 -0.339
O -3.082086 -1.228919 1.144718 0.17 -0.19 -0.19 -0.270
C -2.163459 -2.291406 0.951723 0.14 0.33 0.61 -0.647
C -0.812517 -1.762484 0.464466 -0.54 -0.50 -0.62 0.012
O 0.215324 -2.495617 1.115363 0.23 0.23 0.01 -0.483
C 1.112447 -1.698514 1.872857 -0.44 0.10 0.13 -0.379
C 0.527364 -1.178929 3.176200 0.22 -0.23 0.03 0.128
C -0.468882 -0.145097 3.226196 -0.02 0.05 0.21 -0.005
C -0.984737 0.327959 4.389066 -0.25 0.34 0.12 -1.208
C -0.517309 -0.187958 5.625882 -0.04 0.00 -0.68 0.439
N -0.876869 0.171528 6.862510 0.38 -0.26 0.05 -0.713
S 0.008401 -0.750274 7.838789 -0.18 -0.04 0.28 0.165
N 0.835604 -1.641299 6.798286 -0.15 0.26 -0.04 -0.645
C 0.457727 -1.217940 5.583289 0.31 -0.28 0.36 1.234
C 0.968435 -1.720927 4.351261 -0.03 0.24 -0.12 0.311
N 1.933000 -2.775785 4.406641 -0.29 -0.15 0.10 -0.608
C 1.540491 -3.840844 4.853321 -0.61 -0.36 0.01 0.741
O 1.124726 -4.861521 5.225099 0.66 0.34 -0.06 -0.431
H -4.094252 0.473679 2.514040 -0.27 0.15 -0.01 0.236
H -5.546917 -0.413077 3.127388 0.03 0.27 0.20 0.400
H -3.926904 -0.670483 3.844906 -0.09 0.18 0.13 0.201
H -5.083250 -1.785017 1.303608 0.09 0.10 -0.21 0.331
H -4.017953 -2.496244 2.504735 0.14 -0.13 -0.21 0.318
H -1.975602 -2.756915 1.925898 -0.01 -0.18 -0.06 0.372
H -2.554560 -3.052909 0.269257 -0.10 0.02 0.00 0.331
H -0.720000 -0.686437 0.586483 -0.05 0.01 0.13 -0.014
H -0.755226 -1.948537 -0.611523 0.32 0.04 0.00 0.325
H 1.936041 -2.353515 2.137481 0.18 0.09 -0.23 0.514
H 1.457717 -0.858581 1.262659 0.11 0.01 0.02 -0.191
H -0.860819 0.285066 2.316842 0.15 -0.07 -0.13 0.368
H -1.735920 1.105753 4.393238 -0.02 0.01 -0.04 0.517
O 0.206261 0.999359 -1.437814 -1.64 2.61 -0.08 -0.507
P 0.806825 1.540450 -2.694606 4.05 -4.27 -1.49 0.394
N 0.335040 0.340584 -3.833600 -0.48 0.32 0.07 0.129
C 0.928842 0.132886 -5.141270 0.13 0.29 -0.34 -0.743
C -1.100160 0.070052 -3.889429 -0.21 -0.13 0.46 -1.135
N 2.478323 1.361418 -2.309760 -0.04 -0.07 0.24 0.240
C 3.405946 0.652123 -3.170031 0.12 0.34 -0.37 -1.161
C 2.796900 1.090894 -0.913293 -0.16 -0.07 0.17 -1.090
N 1.153481 2.786932 -3.850287 -1.73 1.45 1.76 -0.004
C 2.018431 3.890270 -3.369322 0.38 0.01 -0.04 -1.020
C -0.096885 3.433287 -4.329865 -0.15 -0.40 -0.44 -1.062
H 0.673069 0.914090 -5.871286 -0.01 0.00 0.03 0.256
H 0.572992 -0.817032 -5.545906 -0.13 0.01 0.11 0.384
H 2.008345 0.047093 -5.104116 -0.03 0.15 0.08 0.191
H -1.651558 0.818175 -4.475967 0.01 -0.10 -0.10 0.297
H -1.528486 0.052275 -2.888020 0.10 0.08 0.03 0.252
H -1.286857 -0.909369 -4.333332 0.11 0.00 -0.06 0.407
H 3.179439 -0.419521 -3.236462 0.04 0.00 -0.05 0.319
H 4.423321 0.758846 -2.786434 -0.06 -0.02 0.15 0.408
H 3.431945 1.086360 -4.170638 -0.13 -0.05 -0.01 0.329
H 2.633807 0.038713 -0.648190 0.01 0.01 0.06 0.330
H 2.202867 1.708633 -0.245135 -0.09 -0.07 -0.03 0.312
H 3.845801 1.331798 -0.723114 0.03 -0.02 -0.16 0.390
H 1.637930 4.350177 -2.453556 0.00 0.09 -0.03 0.342
H 2.079709 4.657590 -4.142444 -0.21 -0.04 -0.05 0.406
H 3.032730 3.552223 -3.188922 -0.07 -0.20 0.09 0.292
H -0.668429 3.883467 -3.513717 0.02 0.11 -0.03 0.373
H -0.737609 2.713208 -4.839235 0.05 -0.09 0.09 0.237
H 0.138458 4.210444 -5.054943 0.11 -0.01 0.02 0.415
```
Forces are in eV/Å.

Properties
Multiplicity ... 1
ΔE to the lowest compared entry with this formula, charge and spin ... 7.43 kJ/mol
HOMO level ... -8.662 eV
F_max ... 6.07 eV/A
Charge ... 0



(2)
Here is a structure of composition C4H8O2 from the OMol25 dataset. Energies are from ωB97M-V with the def2-TZVPD basis set.

Structure (XYZ):
```
14
Properties=species:S:1:pos:R:3:forces:R:3:mulliken_charge:R:1
C 0.495105 -0.354277 -2.177747 -0.05 0.04 -0.02 -1.110
C 0.259092 -0.647966 -0.735896 0.14 -0.04 0.01 -0.021
O 0.338086 0.353365 0.093662 -0.07 -0.03 -0.13 -0.213
C -0.018429 0.181358 1.377763 0.07 0.05 0.23 -0.250
C -0.152848 1.411389 2.134189 -0.03 -0.14 0.10 -0.087
O -0.296751 1.460045 3.340678 0.03 0.01 -0.35 -0.520
H 1.559666 -0.427941 -2.435525 -0.12 0.00 0.05 0.297
H 0.144917 0.651054 -2.423969 0.05 -0.13 0.04 0.290
H -0.044522 -1.077689 -2.795537 0.08 0.09 0.09 0.339
H -1.405991 -0.899777 -0.092930 0.00 0.01 0.03 0.128
H 0.474321 -1.639739 -0.337387 -0.08 0.13 -0.04 0.428
H 0.272974 -0.745426 1.865425 -0.06 0.09 -0.06 0.371
H -1.471568 -0.591748 0.681872 0.04 -0.03 -0.04 0.055
H -0.154051 2.327352 1.505402 0.01 -0.05 0.09 0.292
```
Forces are in eV/Å.

Properties
Multiplicity ... 1
ΔE to the lowest compared entry with this formula, charge and spin ... 473.48 kJ/mol
HOMO level (alpha / beta) ... -8.366 / -8.365 eV
F_max ... 0.35 eV/A
Charge ... 0



(3)
Here is the molecule C4H2N2O at a distorted geometry from the OMol25 dataset. Energies are from ωB97M-V with the def2-TZVPD basis set.

Structure (XYZ):
```
9
Properties=species:S:1:pos:R:3:forces:R:3:mulliken_charge:R:1
N -2.947950 0.114928 0.184288 6.01 -1.80 -1.52 -0.431
C -1.792122 -0.157826 -0.057933 -5.25 1.99 1.36 0.082
C -0.344200 -0.117279 -0.126332 -3.02 1.64 -0.12 0.230
C 0.418934 1.104189 -0.086030 0.99 -0.45 0.87 -0.134
N 1.662274 0.795196 0.117202 0.09 0.58 -0.39 -0.310
O 1.747531 -0.547079 0.128777 0.18 -1.74 0.03 -0.119
C 0.521375 -1.107275 -0.000983 1.87 -2.43 -0.49 -0.111
H 0.263155 2.170868 -0.038229 -0.93 -0.16 -0.28 0.425
H 0.471001 -2.255720 -0.120762 0.06 2.37 0.54 0.367
```
Forces are in eV/Å.

Properties
Multiplicity ... 1
ΔE to the lowest compared entry with this formula, charge and spin ... 140.59 kJ/mol
HOMO level ... -10.703 eV
Structure (SMILES) ... N#Cc1cnoc1
F_max ... 6.46 eV/A
Charge ... 0